C3H3NaO3 | ωB97M-V/def2-TZVPD

Properties
- net charge = +1
- LUMO energy (alpha / beta) (Ha) = -0.168 / -0.182
- HOMO-LUMO gap (alpha / beta) (eV) = 8.942 / 8.817
- spin multiplicity = 2

```
10
C3H3NaO3 (ωB97M-V/def2-TZVPD)
C 0.551 0.790 0.091
C 0.028 1.282 1.220
O 0.095 1.041 -1.131
H 0.438 0.976 2.182
H -0.978 1.715 1.218
H 0.762 1.501 -1.671
O -0.510 -2.090 -0.752
C 0.327 -2.134 0.090
O 0.981 -2.656 0.900
Na -1.695 -0.425 -2.148
```

List of Löwdin charges in e, atom by atom:
1. C -0.163
2. C 0.045
3. O -0.027
4. H 0.071
5. H 0.081
6. H 0.144
7. O 0.127
8. C -0.362
9. O 0.263
10. Na 0.822

***

C3H3NdO2 | ωB97M-V/def2-TZVPD

Properties
- net charge = +3
- LUMO energy (alpha / beta) (Ha) = -0.675 / -0.579
- HOMO-LUMO gap (alpha / beta) (eV) = 4.506 / 9.374
- spin multiplicity = 5

```
9
C3H3NdO2 (ωB97M-V/def2-TZVPD)
O -0.206 1.506 -0.026
O 3.960 -2.512 -0.116
C -1.395 1.170 -0.230
C -1.838 -0.153 0.014
C 3.534 -1.514 0.154
H -2.106 1.913 -0.621
H -1.173 -0.868 0.501
H -2.860 -0.436 -0.235
Nd 2.085 0.895 0.559
```

List of Löwdin charges in e, atom by atom:
1. O -0.179
2. O 0.227
3. C -0.145
4. C 0.366
5. C -0.037
6. H 0.184
7. H 0.115
8. H 0.145
9. Nd 2.326

***

C3H3NdO3 | ωB97M-V/def2-TZVPD

Properties
- net charge = +3
- LUMO energy (alpha / beta) (Ha) = -0.624 / -0.583
- HOMO-LUMO gap (alpha / beta) (eV) = 6.475 / 8.378
- spin multiplicity = 5

```
10
C3H3NdO3 (ωB97M-V/def2-TZVPD)
O -0.140 1.948 2.796
C -0.925 1.797 1.964
O -1.406 1.323 1.001
Nd -1.447 -0.307 -0.974
C 0.822 -1.486 -0.279
C 2.095 -1.466 -0.839
H 0.587 -2.436 0.222
H 2.573 -2.391 -1.187
O 2.802 -0.419 -1.088
H 2.283 0.402 -1.130
```

List of Löwdin charges in e, atom by atom:
1. O 0.383
2. C -0.270
3. O -0.017
4. Nd 2.421
5. C -0.036
6. C -0.138
7. H 0.076
8. H 0.189
9. O 0.232
10. H 0.162

***

Energy relative to the best compared isomer or geometry (same formula, charge and spin) per entry: 1.5; 0.0; 17.4 kcal per mole